# 1
{"formula": "C10H16O", "method": "ωB97M-V/def2-TZVPD", "symbols": ["C", "C", "C", "C", "C", "O", "C", "C", "H", "H", "H", "H", "H", "H", "H", "H", "C", "C", "C", "H", "H", "H", "H", "H", "H", "H", "H"], "positions_angstrom": [[-0.95115, -2.99587, 2.04046], [-0.25145, -1.79314, 1.48453], [-0.14293, -1.64157, 0.11402], [0.59904, -0.59438, -0.37521], [1.18408, 0.35406, 0.46545], [1.96987, 1.32268, -0.06373], [0.87099, 0.32035, 1.81586], [0.21421, -0.81561, 2.35897], [-1.04433, -2.91103, 3.12071], [-0.57026, -3.97255, 1.76213], [-2.01242, -2.97054, 1.67732], [-0.36951, -2.52455, -0.48384], [0.69634, -0.29320, -1.42587], [2.01492, 2.12691, 0.49835], [0.98504, 1.16330, 2.48279], [0.09645, -0.79324, 3.45684], [-1.07565, 0.49718, -2.97376], [-1.36217, 1.59223, -1.90488], [-0.44437, 2.80467, -1.74802], [-0.65843, -0.46771, -2.69625], [-0.30485, 1.09033, -3.64825], [-1.89806, 0.40069, -3.70267], [-2.38122, 1.85879, -2.21487], [-1.49686, 1.13936, -0.89465], [-0.85072, 3.77062, -2.10120], [-0.29942, 2.94498, -0.67579], [0.53930, 2.75487, -2.24331]], "atomic_forces_ev_per_a": [[-1.8, 0.3, -0.1], [-0.1, -0.6, 1.4], [1.2, -0.6, 0.2], [0.8, 1.5, -1.0], [-1.0, 0.0, 1.1], [0.2, 1.0, -0.3], [-0.8, -1.1, 0.6], [0.4, 1.5, -0.7], [0.2, -0.2, 0.1], [0.4, 0.0, 0.0], [0.7, -0.2, 0.2], [-0.5, 0.6, -0.3], [0.2, -0.9, 0.4], [-0.1, -1.0, -0.3], [0.7, 0.1, 0.0], [-0.2, -0.5, -0.8], [1.9, 2.7, -2.3], [-1.5, -1.4, 0.4], [0.2, 0.7, -0.1], [-0.2, 0.2, 0.1], [-0.9, -1.7, 1.0], [0.0, -0.4, 0.7], [0.2, 0.7, 0.5], [0.1, 0.1, -0.7], [-0.3, -0.6, 0.0], [0.3, 0.1, -0.1], [-0.3, -0.5, 0.3]], "relative_energy_kj_mol": 191.0, "gap_ev": 9.20, "energy_ha": -465.825051, "total_charge": 0, "mol_weight_g_mol": 152.2, "homo_ha": -0.308, "smiles": "Cc1ccc(O)cc1.CCC", "max_force_ha_per_bohr": 0.07842}



# 2
{"formula": "C10H16O", "method": "ωB97M-V/def2-TZVPD", "symbols": ["C", "C", "C", "C", "C", "O", "C", "C", "H", "H", "H", "H", "H", "H", "H", "H", "C", "C", "C", "H", "H", "H", "H", "H", "H", "H", "H"], "positions_angstrom": [[-2.15688, 1.74976, 0.08664], [-1.02757, 1.09658, -0.62701], [-1.55976, 0.15863, -1.56011], [-0.63023, -0.59954, -2.26484], [0.70380, -0.51593, -2.08475], [1.42453, -1.56559, -2.57833], [1.22397, 0.51020, -1.18205], [0.31106, 1.30616, -0.44594], [-2.29284, 0.96205, 0.90577], [-3.09488, 2.09244, -0.41702], [-1.96085, 2.77342, 0.33181], [-2.63629, 0.02941, -1.76170], [-1.17398, -1.15447, -3.02488], [2.31252, -1.40222, -2.66114], [2.31359, 0.48513, -1.14901], [0.53464, 1.95371, 0.33814], [1.60168, -0.74010, 2.25440], [0.68731, -0.29462, 3.34666], [-0.75036, -0.67432, 3.20886], [1.41372, -1.79678, 2.03076], [2.70321, -0.79430, 2.75150], [1.69098, -0.04734, 1.42843], [0.94360, -0.80985, 4.34099], [0.82363, 0.81481, 3.71080], [-1.02339, -0.99293, 2.07338], [-0.93791, -1.64965, 3.85301], [-1.43004, 0.08036, 3.48464]], "atomic_forces_ev_per_a": [[-0.4, 0.2, 1.5], [-3.4, -0.9, -2.5], [2.5, 0.6, 0.3], [-3.8, 0.2, -0.9], [1.6, 1.5, 2.4], [-2.9, -0.4, -0.2], [-0.9, -1.9, -1.4], [0.4, -1.9, -1.6], [-0.7, 2.0, -0.4], [0.5, -1.8, -0.5], [1.1, 0.4, 1.7], [0.8, 0.3, 0.3], [1.1, -0.9, -0.1], [3.4, 0.8, -0.2], [-0.2, 0.6, 0.6], [1.1, 1.2, 0.9], [3.5, -0.5, 2.0], [0.6, 1.4, 3.7], [-1.1, -3.7, -2.2], [-0.2, 0.4, -0.6], [-2.2, 0.3, -1.3], [-0.3, -0.4, -0.4], [0.4, 0.6, -1.4], [-0.2, -1.7, -1.3], [0.6, 0.8, 2.5], [0.0, 2.0, -1.4], [-0.9, 0.8, 0.5]], "relative_energy_kj_mol": 327.7, "gap_ev": 9.17, "energy_ha": -465.772975, "total_charge": 0, "mol_weight_g_mol": 152.2, "homo_ha": -0.304, "smiles": "Cc1ccc(O)cc1.CCC", "max_force_ha_per_bohr": 0.08657}



# 3
{"formula": "C10H16O", "method": "ωB97M-V/def2-TZVPD", "symbols": ["C", "C", "C", "C", "C", "O", "C", "C", "H", "H", "H", "H", "H", "H", "H", "H", "C", "C", "C", "H", "H", "H", "H", "H", "H", "H", "H"], "positions_angstrom": [[-2.87559, -1.01573, 0.94940], [-1.44377, -1.34089, 0.68450], [-0.83756, -1.27112, -0.59007], [0.50703, -1.53965, -0.72024], [1.29720, -1.66969, 0.42920], [2.67412, -1.88499, 0.30013], [0.67728, -1.68629, 1.71289], [-0.72072, -1.47557, 1.80776], [-3.30759, -0.54097, 0.08750], [-2.86660, -0.28039, 1.85355], [-3.27954, -2.00476, 1.33686], [-1.55948, -1.14040, -1.50530], [0.93158, -1.67374, -1.69849], [3.20909, -1.34670, 0.89382], [1.21579, -2.07891, 2.50457], [-1.19111, -1.73507, 2.68464], [-0.82966, 3.92581, -0.86495], [0.08453, 2.75675, -1.23823], [1.39383, 3.16004, -1.85394], [-1.66425, 3.63503, -0.15801], [-1.36170, 4.10533, -1.84083], [-0.30982, 4.80459, -0.40457], [0.38673, 2.30215, -0.28462], [-0.54456, 2.00861, -1.69126], [1.41549, 4.07812, -2.50481], [2.20412, 3.56004, -1.14785], [1.81348, 2.32507, -2.42428]], "atomic_forces_ev_per_a": [[0.3, -0.3, 2.2], [-0.6, 2.1, -1.8], [-2.3, -0.6, -0.5], [0.5, 0.2, 0.3], [-0.2, 0.1, 1.4], [-0.7, -0.2, -0.5], [-1.2, 0.4, -2.9], [4.3, -1.5, -1.0], [-0.8, -0.2, -0.2], [-0.4, -1.2, -1.7], [-0.5, 1.4, -0.8], [1.7, -0.2, 1.7], [0.4, 0.2, -0.2], [-0.5, 0.0, 0.1], [1.1, -0.2, 1.7], [-1.0, 0.1, 2.2], [-1.4, 0.0, -0.5], [0.2, 0.6, 2.9], [1.9, 1.5, -0.9], [1.0, 0.1, -0.6], [0.5, 0.9, 1.0], [-0.4, -0.6, -0.8], [-0.2, -0.3, -0.1], [0.3, -0.3, -0.9], [-0.8, -1.0, -0.1], [-1.3, -1.2, -0.2], [0.2, 0.3, 0.1]], "relative_energy_kj_mol": 227.9, "gap_ev": 9.30, "energy_ha": -465.811015, "total_charge": 0, "mol_weight_g_mol": 152.2, "homo_ha": -0.312, "smiles": "Cc1ccc(O)cc1.CCC", "max_force_ha_per_bohr": 0.09033}



# 4
{"formula": "C10H16O", "method": "ωB97M-V/def2-TZVPD", "symbols": ["C", "C", "C", "C", "C", "O", "C", "C", "H", "H", "H", "H", "H", "H", "H", "H", "C", "C", "C", "H", "H", "H", "H", "H", "H", "H", "H"], "positions_angstrom": [[-0.49830, -1.96903, 2.95131], [-0.41077, -1.66007, 1.43443], [-1.48356, -1.15124, 0.77996], [-1.55715, -1.04623, -0.61132], [-0.42478, -1.33071, -1.39989], [-0.50760, -1.30991, -2.77814], [0.79907, -1.61990, -0.74121], [0.76206, -1.71348, 0.67437], [0.39034, -2.36670, 3.31888], [-1.45831, -2.47888, 3.18736], [-0.49548, -1.16157, 3.63081], [-2.37346, -0.86696, 1.24622], [-2.52352, -0.60303, -1.01594], [0.35685, -1.77753, -3.27363], [1.78601, -1.56923, -1.32768], [1.68774, -1.87776, 1.22000], [1.59217, 4.07872, 0.73426], [0.90338, 2.86763, 0.11719], [0.24664, 3.01376, -1.23857], [0.78882, 4.72078, 1.21357], [2.30820, 4.43484, 0.11898], [2.12388, 3.59918, 1.52159], [1.60548, 2.01546, 0.15106], [0.09906, 2.59770, 0.79600], [-0.68091, 2.39800, -1.28516], [0.24761, 4.12674, -1.39702], [0.62592, 2.47150, -2.08310]], "atomic_forces_ev_per_a": [[-1.4, 0.4, -1.6], [1.1, 0.5, 1.4], [-0.7, -0.3, -2.2], [-0.4, 1.0, -0.7], [0.8, -0.5, 0.1], [2.8, -1.5, -1.6], [-0.1, 0.9, 0.3], [0.7, -0.8, -0.5], [1.3, -2.0, 0.3], [1.0, -0.3, -0.2], [-0.5, 2.0, 0.2], [-1.2, 0.2, 1.2], [1.5, -0.9, 0.1], [-3.4, 1.9, 2.5], [-1.6, -0.4, 1.0], [0.1, -0.2, -0.2], [-3.4, -1.8, 2.1], [0.0, -1.4, 0.2], [-0.6, 0.3, -0.1], [1.4, 0.0, -1.0], [1.9, 2.1, -2.1], [0.6, 0.1, 1.2], [-0.2, 0.2, -0.2], [0.0, -0.2, 0.3], [-0.4, 1.5, 0.6], [-1.0, -1.2, -0.6], [1.7, 0.3, -0.5]], "relative_energy_kj_mol": 286.0, "gap_ev": 9.13, "energy_ha": -465.788863, "total_charge": 0, "mol_weight_g_mol": 152.2, "homo_ha": -0.310, "smiles": "Cc1ccc(O)cc1.CCC", "max_force_ha_per_bohr": 0.09036}



# 5
{"formula": "C10H16O", "method": "ωB97M-V/def2-TZVPD", "symbols": ["C", "C", "C", "C", "C", "C", "O", "C", "C", "H", "H", "H", "H", "H", "H", "H", "H", "H", "H", "C", "C", "H", "H", "H", "H", "H", "H"], "positions_angstrom": [[-0.68888, -2.21490, -1.17011], [-0.62246, -0.68922, -1.29266], [-1.17339, 0.08243, -0.13061], [-0.83181, -0.25623, 1.18299], [-1.28337, 0.46281, 2.26701], [-2.17666, 1.51338, 2.05189], [-2.75414, 2.17755, 3.12522], [-2.55001, 1.87054, 0.77270], [-2.00194, 1.18256, -0.30251], [-0.00747, -2.51199, -0.37096], [-0.30802, -2.67648, -2.07600], [-1.67886, -2.52578, -0.84669], [0.42019, -0.40887, -1.43956], [-1.04878, -0.32753, -2.22982], [-0.23787, -1.14488, 1.36151], [-1.06070, 0.18882, 3.28791], [-2.07030, 2.57804, 3.67624], [-3.35113, 2.57664, 0.61754], [-2.16646, 1.51202, -1.32373], [2.81232, -0.41833, -0.27514], [3.60166, 0.05486, -1.49664], [3.42698, -1.08049, 0.33294], [2.45351, 0.44998, 0.26946], [1.93215, -1.01795, -0.48625], [4.05286, 1.02190, -1.28767], [2.96159, 0.24980, -2.36340], [4.35101, -0.64869, -1.85367]], "atomic_forces_ev_per_a": [[0.4, 0.8, 0.6], [0.4, 0.2, -0.6], [0.1, 0.2, 0.6], [0.1, -0.5, -0.2], [-0.6, 0.4, -0.1], [0.1, 0.1, 0.5], [0.0, 0.1, -0.1], [-0.2, -0.4, -0.2], [0.2, -0.1, -0.4], [0.0, -0.2, 0.0], [-0.4, -0.2, -0.1], [-0.1, -0.3, -0.4], [0.2, 0.0, 0.2], [-0.5, -0.2, 0.1], [0.2, 0.1, 0.0], [0.2, -0.1, 0.0], [-0.1, -0.2, -0.1], [0.2, 0.4, 0.1], [-0.4, 0.0, 0.1], [0.2, -0.3, -0.2], [-0.6, 0.2, -0.5], [0.1, 0.4, 0.4], [0.1, -0.1, 0.4], [0.0, -0.1, -0.4], [0.4, -0.1, 0.1], [-0.2, -0.1, 0.1], [0.1, 0.0, 0.2]], "relative_energy_kj_mol": 102.7, "gap_ev": 9.49, "energy_ha": -465.858678, "total_charge": 0, "mol_weight_g_mol": 152.2, "homo_ha": -0.317, "smiles": "CCc1ccc(O)cc1.CC", "max_force_ha_per_bohr": 0.02111}



# 6
{"formula": "C10H16O", "method": "ωB97M-V/def2-TZVPD", "symbols": ["C", "C", "C", "H", "H", "H", "H", "H", "H", "H", "H", "C", "C", "C", "C", "C", "C", "C", "O", "H", "H", "H", "H", "H", "H", "H", "H"], "positions_angstrom": [[2.24809, -1.63729, 1.97935], [2.11338, -1.04490, 3.39250], [3.46981, -1.28839, 1.04206], [2.34786, -2.78862, 2.14137], [1.16151, -1.49718, 1.68569], [1.38773, -0.20832, 3.40302], [4.28622, -1.31539, 1.82068], [3.06358, -0.65397, 3.78972], [1.82691, -1.66990, 4.17919], [3.56579, -2.03039, 0.22746], [3.51403, -0.30566, 0.55670], [-0.50861, 3.35328, -1.57599], [-1.49977, -0.76550, -0.70658], [-0.28084, -0.58590, -1.29302], [-2.48525, 0.32020, -0.38982], [0.12207, 0.83830, -1.37302], [-2.11366, 1.56794, -0.69300], [-0.82015, 1.92165, -1.27266], [-1.94692, -2.03143, -0.28645], [0.23848, -1.43534, -1.72373], [-1.23350, -2.73160, -0.65238], [-3.43978, -0.00511, 0.05476], [1.12986, 1.06987, -1.98450], [-2.82268, 2.46350, -0.70044], [-1.18657, 4.09878, -1.36782], [-0.16531, 3.40322, -2.68223], [0.43073, 3.78124, -1.11472]], "atomic_forces_ev_per_a": [[-1.3, -2.4, 0.5], [1.5, 2.5, -0.6], [-0.5, 0.1, 1.6], [-0.2, 1.8, -0.4], [1.3, -0.3, -1.1], [0.5, -0.2, 0.0], [-0.2, -0.2, -1.4], [-0.1, 0.2, -0.4], [-0.8, -1.6, 0.7], [0.2, 0.2, 0.7], [-0.4, 0.0, 0.4], [3.8, -1.3, -2.1], [-3.6, -2.3, 2.5], [1.3, 4.4, -0.5], [1.1, -1.9, -0.1], [1.4, -2.2, -3.5], [-0.8, 2.9, -1.3], [-0.2, -1.0, 2.0], [3.4, 0.9, -2.7], [0.5, 0.4, 0.3], [-2.3, 2.0, 1.4], [0.6, 0.4, -0.3], [-2.2, -0.6, 1.9], [0.8, -1.6, 0.6], [-2.2, 1.0, 0.3], [-0.8, 0.0, 1.4], [-0.6, -1.1, 0.0]], "relative_energy_kj_mol": 253.7, "gap_ev": [9.32, 5.85], "energy_ha": -465.487124, "total_charge": 1, "mol_weight_g_mol": 152.2, "homo_ha": [-0.498, -0.498], "spin_multiplicity": 2, "max_force_ha_per_bohr": 0.09726}